{"formula": "C5H9P", "method": "the ωB97M-V functional and the def2-TZVPD basis", "elements": ["C", "C", "C", "C", "C", "P", "H", "H", "H", "H", "H", "H", "H", "H", "H"], "xyz": [[2.01, 0.41, -0.31], [0.98, -1.41, -0.02], [0.66, -0.09, -0.54], [-1.74, 0.08, 0.25], [-0.43, 0.81, 0.05], [3.50, 0.08, 0.19], [1.12, -2.16, -0.78], [1.09, -1.44, 1.08], [0.36, -0.31, -1.52], [-2.11, -0.29, -0.79], [-2.56, 0.78, 0.48], [-1.51, -0.81, 0.88], [-0.16, 1.19, 0.95], [-0.45, 1.59, -0.61], [4.13, 1.11, -0.52]], "total_charge": 0, "relative_energy_kcal_mol": 92.1, "e_homo_ev": [-7.70, -7.57], "fmax_ev_per_a": 3.42, "orbital_gap_ev": [7.89, 7.74]}